Entry from the OMol25 dataset: C37H63AlB3BeBrCl5F9KN2O11Si2 as an isolated structure at a distorted geometry (ωB97M-V/def2-TZVPD).

Values from the calculation:
E: -9669.10998 Ha
LUMO level: -0.3039 Ha
Frontier orbital gap: 0.0749 hartree
Total charge: +1

Geometry as XYZ:
```
136
C37H63AlB3BeBrCl5F9KN2O11Si2 (ωB97M-V/def2-TZVPD)
C -2.429 3.513 4.948
C -3.693 2.876 5.519
C -4.916 2.831 4.581
C -5.189 4.114 3.777
C -5.620 3.833 2.266
C -4.940 4.416 1.185
C -3.462 4.320 1.094
C -2.888 3.732 -0.268
C -2.079 2.447 0.015
C -3.021 1.241 0.303
C -2.881 0.642 1.718
C -2.223 -0.754 1.792
C -0.982 -0.957 0.884
C -1.118 -2.133 -0.104
C -1.619 -1.770 -1.512
C -0.886 -0.599 -2.154
Si -1.532 -0.249 -3.898
C -1.277 -1.751 -4.997
C -0.782 -1.453 -6.416
N 0.669 -1.332 -6.449
O -0.925 1.163 -4.500
Si 0.682 1.558 -4.232
C 0.919 2.382 -2.555
C 2.274 3.103 -2.407
C 3.270 2.424 -1.443
C 3.184 2.967 -0.015
C 3.178 0.880 -1.401
C 1.207 2.755 -5.567
C 1.019 2.199 -6.988
C 2.329 1.635 -7.529
Cl 0.633 3.617 -8.059
H -2.564 4.588 4.831
H -1.631 3.411 5.684
H -2.079 3.035 4.033
H -3.967 3.302 6.482
H -3.446 1.833 5.736
H -5.785 2.682 5.224
H -4.864 1.939 3.959
H -6.077 4.580 4.198
H -4.382 4.839 3.838
H -6.659 4.146 2.176
H -5.612 2.740 2.044
H -5.509 3.655 0.132
H -5.289 5.450 1.014
H -3.080 5.346 1.126
H -3.094 3.724 1.925
H -2.255 4.474 -0.747
H -3.694 3.461 -0.948
H -1.483 2.216 -0.866
H -1.446 2.632 0.882
H -4.045 1.583 0.198
H -2.871 0.505 -0.486
H -2.366 1.344 2.375
H -3.897 0.514 2.101
H -3.018 -1.481 1.589
H -1.896 -0.897 2.821
H -0.149 -1.219 1.536
H -0.713 -0.026 0.393
H -1.882 -2.838 0.300
H -0.202 -2.718 -0.150
H -2.704 -1.592 -1.441
H -1.482 -2.636 -2.167
H -1.029 0.327 -1.601
H 0.184 -0.826 -2.179
H -2.997 -0.079 -3.718
H -0.639 -2.511 -4.538
H -2.257 -2.228 -5.089
H -1.256 -0.573 -6.854
H -1.091 -2.292 -7.051
H 1.026 -1.282 -7.392
H 1.116 -2.069 -5.924
H 1.568 0.376 -4.340
H 0.716 1.710 -1.719
H 0.140 3.154 -2.526
H 2.793 3.259 -3.351
H 2.079 4.102 -2.013
H 4.272 2.655 -1.806
H 3.910 2.388 0.585
H 3.449 4.022 0.003
H 2.187 2.777 0.393
H 2.709 0.542 -0.473
H 2.696 0.445 -2.273
H 4.196 0.488 -1.376
H 0.658 3.691 -5.449
H 2.259 3.021 -5.467
H 0.210 1.479 -7.069
H 2.525 0.638 -7.135
H 3.153 2.283 -7.234
H 2.328 1.645 -8.616
Al -3.753 -3.555 0.353
B 9.016 5.107 -1.749
O 8.538 4.570 -3.011
C 7.227 4.832 -3.110
O 6.524 4.541 -4.021
C 6.803 5.561 -1.819
O 5.712 5.942 -1.543
O 7.889 5.678 -1.044
F 10.023 5.991 -1.912
F 9.561 3.930 -0.876
F -5.931 2.801 0.255
C -4.341 -10.586 2.238
C -5.459 -9.981 1.677
C -5.643 -8.617 1.807
C -4.693 -7.874 2.496
C -3.573 -8.463 3.071
C -3.403 -9.829 2.938
N -4.868 -6.439 2.602
O -5.863 -5.937 2.103
O -3.998 -5.785 3.173
H -4.209 -11.654 2.123
H -6.181 -10.583 1.137
H -6.511 -8.145 1.371
H -2.847 -7.872 3.608
H -2.537 -10.307 3.375
B -6.571 -13.163 0.040
F -7.106 -11.847 -0.075
F -6.131 -13.592 -1.215
F -5.475 -13.139 0.946
F -7.559 -14.021 0.525
Be 4.217 1.223 2.185
Br 10.800 2.823 -1.720
B 9.886 0.850 3.907
O 8.637 0.527 3.128
C 8.787 0.935 1.872
O 7.963 0.810 1.023
C 10.183 1.570 1.743
O 10.652 2.038 0.741
O 10.773 1.503 2.917
F 10.457 -0.326 4.404
F 9.578 1.703 4.948
K 7.796 -0.627 4.442
C 4.482 -0.788 8.824
Cl 5.324 -1.136 7.292
Cl 2.741 -0.828 8.541
Cl 4.921 -2.005 10.011
Cl 4.957 0.808 9.394
```

Entry from the OMol25 dataset: a 6-piece molecular cluster, C37H64INO13 overall (ωB97M-V/def2-TZVPD).

Values from the calculation:
E: -2778.81463 Ha
LUMO level: -0.0272 Ha
Frontier orbital gap: 0.3116 hartree
Total charge: 0

Geometry as XYZ:
```
116
C37H64INO13 (ωB97M-V/def2-TZVPD)
C 1.344 3.167 0.035
C 0.729 2.966 1.436
C 1.546 2.060 2.366
C 1.158 0.570 2.313
C 1.145 0.016 0.915
C 2.192 -0.553 0.299
C 3.554 -0.830 0.901
C 4.349 0.473 1.116
C 3.520 -1.748 2.141
C 4.662 -2.758 2.144
C 2.041 -0.994 -1.122
O 2.858 -1.715 -1.655
C 0.878 -0.512 -1.920
C 0.993 -0.633 -3.412
C 1.397 0.683 -4.038
O 2.016 1.545 -3.517
I 0.683 0.907 -6.062
C -0.185 -0.017 -1.299
C -1.437 0.467 -1.981
N -1.353 1.924 -2.186
C -0.159 0.096 0.192
O -1.202 0.255 0.787
H 0.694 2.793 -0.759
H 2.304 2.650 -0.052
H 1.541 4.221 -0.168
H -0.281 2.557 1.336
H 0.599 3.936 1.922
H 2.607 2.172 2.136
H 1.416 2.391 3.401
H 1.832 -0.013 2.938
H 0.155 0.469 2.730
H 4.079 -1.391 0.127
H 4.288 0.826 2.146
H 4.004 1.264 0.448
H 5.407 0.309 0.895
H 3.569 -1.140 3.050
H 2.554 -2.255 2.159
H 4.696 -3.301 1.195
H 5.630 -2.273 2.297
H 4.535 -3.493 2.942
H 1.800 -1.328 -3.667
H 0.078 -1.000 -3.872
H -1.575 -0.051 -2.931
H -2.285 0.211 -1.344
H -1.505 2.157 -3.159
H -2.080 2.392 -1.661
O 5.625 3.852 0.850
C 5.936 3.765 -0.307
O 5.448 4.679 -1.170
C 5.741 4.659 -2.573
C 4.843 3.695 -3.321
C 6.789 2.627 -0.815
H 6.797 4.450 -2.742
H 5.559 5.683 -2.896
H 5.004 2.665 -3.004
H 5.040 3.756 -4.392
H 3.796 3.940 -3.146
H 6.129 1.784 -1.023
H 7.466 2.339 -0.015
H 7.368 2.842 -1.708
O 1.034 -3.439 0.979
C 0.984 -4.580 0.599
O 0.510 -5.513 1.448
C 0.328 -6.884 1.069
C 1.609 -7.681 1.183
C 1.498 -4.978 -0.763
H -0.108 -6.950 0.072
H -0.417 -7.254 1.771
H 2.371 -7.319 0.493
H 1.416 -8.730 0.957
H 2.005 -7.612 2.196
H 2.575 -5.129 -0.682
H 1.335 -4.144 -1.440
H 1.052 -5.878 -1.175
O -0.329 0.921 -9.162
C -0.840 1.984 -9.389
O -2.008 2.272 -8.779
C -2.651 3.548 -8.888
C -3.486 3.661 -10.146
C -0.236 2.966 -10.364
H -1.920 4.353 -8.808
H -3.285 3.600 -8.004
H -2.871 3.603 -11.044
H -4.015 4.614 -10.157
H -4.220 2.857 -10.182
H -0.561 2.687 -11.367
H 0.844 2.857 -10.317
H -0.503 4.004 -10.192
O -3.895 -0.213 8.073
C -3.241 -0.429 7.086
O -2.787 0.620 6.376
C -1.908 0.469 5.247
C -2.652 0.132 3.976
C -2.982 -1.837 6.599
H -1.129 -0.261 5.472
H -1.421 1.440 5.164
H -3.160 -0.829 4.046
H -1.967 0.090 3.130
H -3.406 0.891 3.763
H -3.845 -2.154 6.012
H -2.907 -2.480 7.472
H -2.094 -1.952 5.986
O -6.299 -0.920 3.296
C -6.810 -1.058 4.374
O -7.355 -2.260 4.672
C -7.883 -2.572 5.967
C -9.305 -2.083 6.137
C -6.902 0.072 5.371
H -7.226 -2.195 6.751
H -7.848 -3.659 6.011
H -9.365 -0.995 6.089
H -9.696 -2.401 7.105
H -9.941 -2.495 5.354
H -7.764 0.686 5.109
H -6.007 0.683 5.272
H -6.997 -0.240 6.406
```

Entry from the OMol25 dataset: a 3-piece molecular cluster, C37H65F7N3O6 overall at a distorted geometry (ωB97M-V/def2-TZVPD).

Values from the calculation:
E: -2763.25233 Ha
LUMO level: -0.1324 Ha
Frontier orbital gap: 0.3157 hartree
Total charge: +1

Geometry as XYZ:
```
118
C37H65F7N3O6 (ωB97M-V/def2-TZVPD)
C -1.637 -0.287 4.767
C -2.847 -0.188 4.704
C -4.242 0.059 4.552
N -4.448 1.244 3.679
C -4.134 1.268 2.436
N -4.316 2.416 1.679
C -3.543 3.555 2.227
C -2.888 4.325 1.120
C -1.782 5.189 1.703
C -0.582 5.255 0.750
C 0.565 4.415 1.347
C 1.934 4.710 0.774
C 3.079 3.830 1.399
C 2.606 2.726 2.344
C 3.711 1.784 2.838
C 3.078 0.774 3.792
C 4.030 -0.334 4.255
C 4.293 -1.419 3.203
C 3.070 -1.809 2.395
C 3.254 -3.155 1.699
C 1.947 -3.641 1.094
N -3.634 0.165 1.851
C -4.784 -0.466 1.100
C -4.387 -1.194 -0.158
F -5.478 -1.908 -0.538
C -2.511 0.660 0.999
C -1.386 -0.328 0.864
C -0.700 -0.136 -0.481
C 0.196 1.107 -0.453
C 0.959 1.287 -1.780
C 2.231 0.477 -1.770
O 3.106 0.978 -2.804
C 4.402 0.624 -2.547
C 5.311 1.769 -2.267
O 4.752 -0.522 -2.530
H -0.593 -0.335 4.755
H -4.761 -0.767 4.103
H -4.671 0.300 5.505
H -4.836 2.076 4.090
H -5.315 2.586 1.668
H -2.760 3.139 2.841
H -4.164 4.208 2.828
H -3.627 4.951 0.649
H -2.458 3.652 0.396
H -1.485 4.731 2.636
H -2.101 6.190 1.946
H -0.281 6.268 0.559
H -0.838 4.781 -0.185
H 0.608 4.616 2.406
H 0.297 3.389 1.161
H 1.909 4.571 -0.298
H 2.150 5.748 0.974
H 3.772 4.500 1.880
H 3.620 3.367 0.588
H 1.907 2.111 1.799
H 2.137 3.154 3.214
H 4.167 1.286 1.994
H 4.455 2.353 3.373
H 2.751 1.348 4.651
H 2.178 0.357 3.363
H 3.612 -0.795 5.138
H 4.967 0.140 4.514
H 5.097 -1.174 2.523
H 4.614 -2.306 3.731
H 2.878 -1.075 1.621
H 2.196 -1.851 3.036
H 3.989 -3.021 0.923
H 3.578 -3.896 2.411
H 1.322 -4.071 1.853
H 1.445 -2.850 0.563
H 2.160 -4.411 0.371
H -5.557 0.267 0.913
H -5.229 -1.196 1.761
H -4.206 -0.478 -0.941
H -3.560 -1.865 -0.016
H -2.830 1.065 0.050
H -2.075 1.487 1.541
H -1.729 -1.347 0.949
H -0.630 -0.161 1.618
H -1.457 0.045 -1.220
H -0.125 -0.998 -0.753
H 0.929 0.986 0.334
H -0.402 1.981 -0.237
H 1.199 2.329 -1.927
H 0.332 0.958 -2.596
H 2.064 -0.578 -1.926
H 2.707 0.606 -0.803
H 5.669 2.173 -3.200
H 6.167 1.411 -1.726
H 4.786 2.527 -1.714
C -1.385 -4.729 -3.992
C -2.449 -4.940 -2.938
O -1.987 -5.823 -1.886
C -1.221 -5.284 -0.961
O -0.874 -4.153 -0.914
C -0.877 -6.343 0.107
F -0.514 -7.492 -0.447
F -1.951 -6.584 0.871
F 0.119 -5.961 0.929
H -1.046 -5.686 -4.388
H -1.780 -4.128 -4.810
H -0.514 -4.219 -3.580
H -3.316 -5.429 -3.372
H -2.787 -3.996 -2.513
C 1.709 -0.858 -5.763
C 0.287 -0.413 -5.556
O -0.588 -0.994 -6.542
C -0.959 -2.237 -6.315
O -0.635 -2.908 -5.386
C -1.922 -2.703 -7.417
F -1.472 -2.372 -8.626
F -3.120 -2.131 -7.250
F -2.082 -4.018 -7.379
H 2.038 -0.635 -6.777
H 2.373 -0.358 -5.057
H 1.805 -1.933 -5.620
H 0.206 0.664 -5.681
H -0.066 -0.653 -4.552
```